1.
The molecule C21H29N3O6S in a non-equilibrium geometry. Source: OMol25; level of theory: wB97M-V/def2-TZVPD.

Summary:
- energy above the lowest of the compared OMol25 structures with the same formula, charge and spin (kJ/mol) = 267.81
- SMILES = C=CCNC(=O)COC(=O)c1cc(S(=O)(=O)N2CCOCC2)ccc1N1CCCCC1
- Kohn-Sham gap (eV) = 8.8
- HOMO energy (eV) = -8.344

Last column: Löwdin charge in e.
Geometry (Å):
1 C 1.258 4.135 -0.500  0.024
2 C 1.323 4.308 0.808  -0.162
3 C 1.965 3.317 1.733  -0.169
4 N 0.942 2.518 2.384  0.087
5 C 0.915 2.250 3.698  -0.474
6 O 1.670 2.722 4.517  0.072
7 C -0.193 1.265 4.120  -0.052
8 O -0.832 0.652 3.010  0.000
9 C -0.107 -0.277 2.352  -0.495
10 O 0.928 -0.733 2.760  0.150
11 C -0.681 -0.509 0.995  -0.049
12 C 0.170 -0.137 -0.035  -0.003
13 C -0.284 -0.085 -1.336  -0.270
14 S 0.799 0.476 -2.629  0.679
15 O 1.928 1.125 -2.015  -0.297
16 O 0.041 1.219 -3.593  -0.278
17 N 1.213 -0.990 -3.340  -0.230
18 C 2.257 -1.716 -2.643  -0.161
19 C 3.646 -1.224 -3.063  -0.186
20 O 3.799 -1.277 -4.465  -0.125
21 C 2.829 -0.482 -5.112  -0.183
22 C 1.416 -0.964 -4.776  -0.167
23 C -1.597 -0.421 -1.621  -0.036
24 C -2.442 -0.823 -0.612  0.012
25 C -2.018 -0.881 0.732  -0.149
26 N -2.859 -1.245 1.742  -0.078
27 C -4.293 -1.312 1.567  -0.159
28 C -4.766 -2.743 1.304  -0.174
29 C -4.335 -3.626 2.472  -0.203
30 C -2.828 -3.503 2.679  -0.162
31 C -2.422 -2.036 2.872  -0.143
32 H 0.771 4.850 -1.142  0.057
33 H 1.689 3.275 -0.987  0.035
34 H 0.869 5.167 1.284  0.099
35 H 2.631 2.657 1.166  0.125
36 H 2.532 3.811 2.526  0.122
37 H 0.242 2.124 1.773  0.131
38 H -0.970 1.802 4.667  0.141
39 H 0.264 0.514 4.771  0.139
40 H 1.185 0.160 0.182  0.127
41 H 2.109 -1.576 -1.573  0.116
42 H 2.144 -2.778 -2.890  0.134
43 H 4.426 -1.865 -2.648  0.130
44 H 3.781 -0.194 -2.706  0.115
45 H 3.029 -0.566 -6.181  0.129
46 H 2.930 0.568 -4.797  0.130
47 H 0.669 -0.292 -5.196  0.114
48 H 1.263 -1.980 -5.155  0.133
49 H -1.936 -0.361 -2.643  0.121
50 H -3.450 -1.104 -0.869  0.105
51 H -4.602 -0.631 0.774  0.118
52 H -4.745 -0.958 2.502  0.131
53 H -5.850 -2.759 1.190  0.113
54 H -4.317 -3.113 0.379  0.112
55 H -4.603 -4.666 2.280  0.110
56 H -4.854 -3.307 3.378  0.114
57 H -2.305 -3.899 1.806  0.121
58 H -2.516 -4.078 3.551  0.114
59 H -1.341 -1.981 2.983  0.112
60 H -2.885 -1.636 3.781  0.136

=====

2.
A cluster of 5 separate species, C21H29N5O4 in total in a non-equilibrium geometry. Source: OMol25; level of theory: wB97M-V/def2-TZVPD.

Summary:
- energy above the lowest of the compared OMol25 structures with the same formula, charge and spin (kJ/mol) = 495.61
- SMILES = C[C@H](N)OC(=O)CC(=O)O.c1cc[nH]c1.c1cc[nH]c1.c1cc[nH]c1.c1cc[nH]c1
- Kohn-Sham gap (eV) = 8.1
- HOMO energy (eV) = -8.141

Last column: Löwdin charge in e.
Geometry (Å):
1 C -2.146 -1.101 2.238  -0.019
2 C -0.689 -1.820 2.190  -0.429
3 N -0.339 -2.417 3.514  0.044
4 O 0.245 -0.802 1.739  -0.045
5 C 1.157 -1.397 0.790  -0.344
6 O 2.168 -1.944 1.278  0.087
7 C 0.864 -1.291 -0.775  0.026
8 C -0.636 -1.823 -1.158  -0.390
9 O -0.819 -3.047 -1.066  0.091
10 O -1.598 -0.862 -1.608  0.034
11 H -2.251 -0.583 1.217  0.072
12 H -2.123 -0.325 3.071  0.093
13 H -2.920 -1.924 2.391  0.090
14 H -0.766 -2.680 1.433  0.142
15 H -1.017 -3.200 3.620  0.082
16 H 0.589 -2.886 3.466  0.090
17 H 1.098 -0.261 -1.209  0.128
18 H 1.577 -2.041 -1.283  0.153
19 H -1.597 -0.066 -1.025  0.120
20 C 0.589 1.922 -5.106  -0.130
21 C 1.361 0.907 -5.721  -0.103
22 C 1.216 -0.231 -4.967  -0.126
23 N 0.387 0.059 -3.914  0.016
24 C -0.003 1.369 -3.997  -0.142
25 H 0.477 2.943 -5.438  0.095
26 H 1.957 0.998 -6.617  0.094
27 H 1.631 -1.220 -5.087  0.109
28 H 0.107 -0.583 -3.195  0.090
29 H -0.668 1.796 -3.260  0.109
30 C 3.239 1.574 1.027  -0.112
31 C 4.088 0.512 0.626  -0.115
32 C 5.118 1.062 -0.097  -0.135
33 N 4.919 2.416 -0.151  0.000
34 C 3.779 2.737 0.536  -0.140
35 H 2.333 1.495 1.611  0.090
36 H 3.960 -0.537 0.843  0.074
37 H 5.971 0.608 -0.577  0.106
38 H 5.519 3.074 -0.622  0.145
39 H 3.451 3.763 0.614  0.105
40 C -0.442 -3.712 8.972  -0.119
41 C -0.768 -2.333 8.986  -0.118
42 C -1.073 -1.971 7.697  -0.141
43 N -0.939 -3.079 6.904  0.002
44 C -0.559 -4.146 7.674  -0.147
45 H -0.154 -4.319 9.817  0.089
46 H -0.779 -1.678 9.844  0.089
47 H -1.372 -1.023 7.276  0.105
48 H -1.095 -3.105 5.910  0.107
49 H -0.404 -5.119 7.233  0.102
50 C -3.652 4.716 -5.883  -0.118
51 C -4.251 3.853 -4.933  -0.118
52 C -3.488 2.711 -4.879  -0.148
53 N -2.454 2.851 -5.765  0.004
54 C -2.543 4.072 -6.377  -0.143
55 H -3.992 5.699 -6.173  0.089
56 H -5.141 4.045 -4.352  0.089
57 H -3.593 1.813 -4.289  0.102
58 H -1.738 2.163 -5.938  0.113
59 H -1.812 4.377 -7.111  0.105

=====

3.
A structure of composition C21H30AlN2O2P2 in a non-equilibrium geometry. Source: OMol25; level of theory: wB97M-V/def2-TZVPD.

Summary:
- Kohn-Sham gap (eV) = 5.9
- HOMO energy (eV) = -9.559
- total charge = +1

Last column: Löwdin charge in e.
Geometry (Å):
1 C -1.071 3.467 -2.398  -0.034
2 C -0.846 2.122 -2.152  -0.223
3 C 0.459 1.577 -2.429  -0.183
4 C 1.518 2.443 -2.906  -0.126
5 C 1.227 3.823 -3.148  -0.026
6 C -0.041 4.314 -2.908  -0.063
7 C 2.790 1.869 -3.087  0.065
8 C 3.010 0.513 -2.785  -0.127
9 C 1.872 -0.261 -2.334  -0.188
10 C 2.038 -1.648 -1.978  -0.226
11 C 3.298 -2.214 -2.084  -0.032
12 C 4.418 -1.459 -2.545  -0.066
13 C 4.285 -0.128 -2.887  -0.025
14 H -2.057 3.897 -2.188  0.117
15 H 2.024 4.479 -3.514  0.119
16 H -0.263 5.370 -3.092  0.110
17 H 3.620 2.489 -3.447  0.132
18 H 3.443 -3.265 -1.806  0.116
19 H 5.395 -1.948 -2.617  0.109
20 H 5.148 0.454 -3.227  0.119
21 N 0.645 0.268 -2.198  0.128
22 Al 0.375 0.201 1.315  -0.013
23 C -1.867 1.217 -1.526  -0.267
24 H -1.781 0.201 -1.942  0.084
25 H -2.890 1.603 -1.682  0.095
26 C 0.842 -2.373 -1.441  -0.259
27 H -0.062 -2.061 -1.988  0.088
28 H 0.966 -3.468 -1.519  0.099
29 P -1.625 1.046 0.338  0.869
30 P 0.500 -1.975 0.378  0.910
31 C 1.820 -3.023 1.158  -0.235
32 H 1.672 -3.031 2.250  0.044
33 H 1.812 -4.059 0.775  0.058
34 H 2.800 -2.561 0.953  0.051
35 C -0.982 -3.082 0.608  -0.236
36 H -0.773 -4.121 0.298  0.057
37 H -1.281 -3.075 1.671  0.027
38 H -1.822 -2.690 0.010  0.037
39 C -2.034 2.766 0.879  -0.245
40 H -2.978 3.128 0.432  0.056
41 H -2.109 2.775 1.978  0.045
42 H -1.202 3.428 0.589  0.053
43 C -3.205 0.162 0.769  -0.241
44 H -3.269 0.050 1.865  0.021
45 H -4.092 0.715 0.411  0.054
46 H -3.198 -0.843 0.318  0.032
47 H 1.179 0.868 0.164  -0.091
48 H 0.309 1.673 2.052  -0.045
49 N -2.779 -1.032 5.265  0.191
50 C -1.472 -1.427 4.747  -0.096
51 C -0.926 -0.409 3.791  -0.505
52 O -0.668 0.809 4.217  -0.024
53 O -0.583 -0.794 2.576  -0.197
54 H -2.706 -0.120 5.772  0.193
55 H -3.108 -1.764 5.936  0.193
56 H -3.465 -0.951 4.479  0.191
57 H -0.757 -1.531 5.593  0.164
58 H -1.553 -2.414 4.243  0.147

=====

4.
A structure of composition C21H30BrN5O2Se4Tc. Source: OMol25; level of theory: wB97M-V/def2-TZVPD.

Summary:
- energy above the lowest of the compared OMol25 structures with the same formula, charge and spin (kJ/mol) = 76.58
- Kohn-Sham gap (spin up / spin down) (eV) = 4.9 / 5.0
- multiplicity = 2
- HOMO energy (spin up / spin down) (eV) = -0.863 / -0.935
- total charge = -2

Last column: Löwdin charge in e.
Geometry (Å):
1 Tc 0.226 -0.636 0.106  0.862
2 Se 0.302 -1.030 2.990  -0.103
3 Se 1.592 -2.950 3.273  -0.226
4 Se 0.930 -4.197 1.418  -0.186
5 Se 1.299 -2.775 -0.427  -0.029
6 C -2.869 0.736 1.398  -0.175
7 C -4.086 1.624 1.767  -0.158
8 N -3.803 3.038 1.490  -0.173
9 C -2.631 3.428 2.277  -0.165
10 C -1.409 2.543 1.910  -0.164
11 N -1.781 1.572 0.880  -0.157
12 C -2.253 2.288 -0.305  -0.150
13 C -3.473 3.174 0.066  -0.159
14 H -3.121 0.007 0.631  0.080
15 H -2.485 0.172 2.250  0.087
16 H -4.342 1.533 2.827  0.106
17 H -4.971 1.342 1.189  0.106
18 H -2.887 3.333 3.336  0.106
19 H -2.427 4.484 2.078  0.105
20 H -1.038 1.987 2.774  0.105
21 H -0.592 3.157 1.530  0.096
22 H -2.499 1.549 -1.069  0.108
23 H -1.427 2.884 -0.700  0.113
24 H -4.357 2.892 -0.512  0.106
25 H -3.272 4.231 -0.133  0.105
26 N 3.282 6.088 0.029  0.148
27 C 2.455 5.051 -0.321  -0.496
28 O 1.882 5.053 -1.393  0.057
29 C 2.301 3.961 0.685  -0.127
30 C 2.700 4.071 2.014  -0.041
31 C 2.480 3.003 2.855  -0.055
32 C 1.853 1.866 2.353  -0.183
33 N 1.475 1.737 1.084  0.002
34 C 1.724 2.764 0.271  -0.162
35 H 3.434 6.797 -0.665  0.097
36 H 3.871 6.056 0.837  0.073
37 H 3.157 4.975 2.403  0.096
38 H 2.775 3.033 3.896  0.098
39 H 1.654 1.007 2.984  -0.033
40 H 1.477 2.646 -0.771  0.055
41 O -1.295 -1.287 0.336  -0.606
42 Br 2.933 0.141 -1.153  -0.252
43 C -3.421 -4.011 -2.308  -0.135
44 N -3.063 -2.625 -2.523  -0.263
45 C -3.789 -1.778 -1.592  -0.116
46 C -1.605 -2.464 -2.362  -0.223
47 C -1.131 -1.076 -2.746  -0.248
48 C -1.538 -0.653 -4.015  -0.083
49 C -1.216 0.596 -4.515  -0.130
50 C -0.453 1.441 -3.721  -0.121
51 C -0.033 1.009 -2.473  -0.209
52 C -0.342 -0.242 -1.920  -0.259
53 H -4.499 -4.142 -2.440  0.069
54 H -3.153 -4.367 -1.298  0.089
55 H -2.905 -4.644 -3.034  0.074
56 H -4.864 -1.876 -1.775  0.073
57 H -3.500 -0.738 -1.748  0.072
58 H -3.576 -2.031 -0.543  0.076
59 H -1.138 -3.192 -3.034  0.116
60 H -1.291 -2.721 -1.350  0.031
61 H -2.145 -1.333 -4.605  0.097
62 H -1.546 0.900 -5.503  0.078
63 H -0.165 2.427 -4.070  0.089
64 H 0.586 1.685 -1.905  0.014

=====

5.
The molecule C21H30N4O2 in a non-equilibrium geometry. Source: OMol25; level of theory: wB97M-V/def2-TZVPD.

Summary:
- energy above the lowest of the compared OMol25 structures with the same formula, charge and spin (kJ/mol) = 92.80
- SMILES = CC(C)CN1CCN(Cc2ccc(Oc3ncccn3)cc2)C[C@H]1CCO
- Kohn-Sham gap (eV) = 9.4
- HOMO energy (eV) = -8.659

Last column: Löwdin charge in e.
Geometry (Å):
1 C 5.205 -2.365 0.865  -0.074
2 C 3.908 -1.616 1.168  -0.410
3 C 3.737 -1.451 2.677  -0.083
4 C 2.701 -2.341 0.538  -0.166
5 N 2.028 -1.509 -0.461  -0.150
6 C 1.241 -0.490 0.219  -0.158
7 C 0.557 0.447 -0.763  -0.163
8 N -0.340 -0.332 -1.591  -0.171
9 C -1.146 0.503 -2.463  -0.157
10 C -2.115 1.335 -1.668  -0.228
11 C -2.339 2.671 -1.969  -0.031
12 C -3.236 3.420 -1.230  0.005
13 C -3.915 2.836 -0.169  -0.240
14 O -4.841 3.629 0.488  0.081
15 C -4.953 3.602 1.811  -0.401
16 N -4.067 2.935 2.544  0.145
17 C -4.215 2.989 3.856  -0.118
18 C -5.241 3.697 4.459  -0.052
19 C -6.110 4.353 3.596  -0.126
20 N -5.973 4.311 2.286  0.153
21 C -3.709 1.497 0.136  -0.006
22 C -2.814 0.759 -0.613  -0.024
23 C 0.450 -1.297 -2.325  -0.149
24 C 1.165 -2.267 -1.374  -0.288
25 C 1.923 -3.317 -2.208  -0.128
26 C 3.073 -2.752 -3.051  -0.264
27 O 4.052 -2.088 -2.300  -0.076
28 H 5.341 -2.466 -0.209  0.064
29 H 5.185 -3.357 1.313  0.082
30 H 6.058 -1.826 1.271  0.077
31 H 3.985 -0.623 0.713  0.131
32 H 4.581 -0.908 3.098  0.076
33 H 3.685 -2.425 3.159  0.080
34 H 2.827 -0.903 2.912  0.068
35 H 3.064 -3.244 0.053  0.106
36 H 1.988 -2.649 1.321  0.128
37 H 1.905 0.087 0.864  0.117
38 H 0.463 -0.958 0.848  0.134
39 H -0.021 1.193 -0.214  0.126
40 H 1.318 0.968 -1.372  0.135
41 H -1.712 -0.161 -3.126  0.131
42 H -0.521 1.159 -3.098  0.127
43 H -1.808 3.134 -2.788  0.112
44 H -3.417 4.458 -1.461  0.119
45 H -3.477 2.440 4.427  0.111
46 H -5.358 3.737 5.528  0.095
47 H -6.948 4.935 3.959  0.110
48 H -4.247 1.041 0.952  0.112
49 H -2.639 -0.280 -0.382  0.117
50 H -0.215 -1.874 -2.974  0.131
51 H 1.196 -0.786 -2.957  0.128
52 H 0.382 -2.796 -0.795  0.155
53 H 2.315 -4.100 -1.558  0.105
54 H 1.206 -3.789 -2.882  0.118
55 H 3.583 -3.577 -3.560  0.118
56 H 2.671 -2.084 -3.827  0.106
57 H 3.581 -1.508 -1.675  0.060

=====

6.
A structure of composition C21H30N4O8PdSSi3 in a non-equilibrium geometry. Source: OMol25; level of theory: wB97M-V/def2-TZVPD.

Summary:
- energy above the lowest of the compared OMol25 structures with the same formula, charge and spin (kJ/mol) = 61.49
- Kohn-Sham gap (eV) = 6.4
- HOMO energy (eV) = -2.175
- total charge = -2

Last column: Löwdin charge in e.
Geometry (Å):
1 Pd -0.941 0.467 -0.031  0.827
2 O -1.730 3.469 2.904  0.004
3 C -1.117 3.046 1.926  -0.642
4 O -1.659 2.332 1.013  -0.235
5 C 0.344 3.434 1.784  -0.041
6 C 0.705 4.674 2.240  0.058
7 C 2.028 5.133 2.173  -0.182
8 C 3.003 4.295 1.636  0.091
9 C 2.675 3.017 1.186  -0.082
10 C 1.322 2.509 1.253  -0.285
11 O 1.045 1.332 0.903  -0.068
12 N 3.706 2.230 0.667  -0.318
13 O 4.821 2.762 0.485  -0.003
14 O 3.523 1.031 0.390  0.017
15 N 2.357 6.401 2.656  -0.360
16 O 3.552 6.761 2.641  -0.001
17 O 1.455 7.143 3.097  0.011
18 H -0.050 5.313 2.677  0.124
19 H 4.030 4.621 1.580  0.119
20 C 1.643 0.726 -2.229  -0.175
21 Si 0.469 -0.723 -2.624  0.443
22 C 1.549 -2.164 -3.312  -0.190
23 C -0.643 -0.278 -4.127  -0.188
24 C -0.485 -1.303 -1.084  -0.552
25 Si -2.263 -1.940 -1.233  0.434
26 C -2.991 -2.745 0.367  -0.186
27 C -2.383 -3.347 -2.553  -0.188
28 C -3.614 -0.663 -1.703  -0.205
29 Si 0.597 -2.221 0.170  0.516
30 C 2.466 -1.886 0.296  -0.154
31 C 0.475 -4.132 -0.080  -0.175
32 C -0.169 -1.733 1.832  -0.284
33 C 0.009 -2.364 3.049  -0.075
34 C -0.609 -1.889 4.196  -0.068
35 C -1.418 -0.752 4.072  -0.052
36 C -1.549 -0.159 2.837  -0.102
37 N -0.944 -0.625 1.738  -0.050
38 H 2.004 1.233 -3.120  0.024
39 H 2.503 0.403 -1.649  0.006
40 H 1.114 1.456 -1.618  -0.017
41 H 2.062 -1.854 -4.216  0.012
42 H 0.951 -3.038 -3.550  0.011
43 H 2.300 -2.457 -2.590  -0.009
44 H -0.040 0.074 -4.959  0.013
45 H -1.338 0.509 -3.863  -0.007
46 H -1.211 -1.134 -4.477  0.000
47 H -2.297 -3.426 0.844  -0.003
48 H -3.898 -3.300 0.145  0.016
49 H -3.243 -1.982 1.096  0.012
50 H -1.725 -4.174 -2.312  0.003
51 H -2.098 -2.987 -3.534  -0.003
52 H -3.393 -3.738 -2.628  0.009
53 H -3.714 0.078 -0.909  0.011
54 H -4.585 -1.129 -1.857  0.012
55 H -3.349 -0.129 -2.607  0.004
56 H 3.010 -2.312 -0.541  0.015
57 H 2.871 -2.320 1.205  0.025
58 H 2.663 -0.820 0.327  -0.009
59 H 0.942 -4.397 -1.022  0.015
60 H -0.549 -4.484 -0.114  -0.002
61 H 0.991 -4.675 0.705  0.009
62 H 0.641 -3.238 3.092  0.097
63 H -0.469 -2.370 5.155  0.094
64 H -1.919 -0.330 4.930  0.100
65 H -2.164 0.728 2.717  0.109
66 O -2.398 3.581 -2.419  -0.593
67 S -1.484 2.973 -1.424  0.768
68 N -1.387 1.483 -1.600  -0.502